Here is a molecular structure, C12H14BF5MnN6 at a distorted geometry from OMol25. Energies are from the ωB97M-V functional and the def2-TZVPD basis.

```
39
Properties=species:S:1:pos:R:3
C 2.7308 -1.0124 0.7142
N 1.4640 -0.7201 0.3405
N 1.5345 -0.1123 -0.9124
C 2.8285 -0.0322 -1.2910
C 3.6306 -0.5766 -0.2783
B 0.2793 0.1835 -1.7899
N -0.6986 -1.0013 -1.5160
N -0.9311 -1.5248 -0.2339
C -1.6706 -2.6542 -0.4142
C -1.9278 -2.8385 -1.7753
C -1.2800 -1.8024 -2.4214
Mn -0.1033 -1.1640 1.4401
N -0.4107 1.5941 -1.6890
N -1.0629 1.8844 -0.5177
C -1.5597 3.1164 -0.6344
C -1.2846 3.6292 -1.9313
C -0.5629 2.6182 -2.5685
H -2.0770 3.5926 0.1815
H -0.1590 2.5712 -3.5753
H -1.5785 4.5861 -2.3078
H 0.6325 0.1173 -2.9477
H -1.1425 -1.5793 -3.4800
H 3.0873 0.3859 -2.2607
H -2.4961 -3.6455 -2.1997
H 4.6956 -0.6548 -0.2531
H -1.9783 -3.2644 0.4265
H 2.9365 -1.5146 1.6516
H -2.1034 -1.1614 1.8169
C -1.7053 -1.9028 2.5251
H -2.3311 -2.7881 2.3585
H -0.6606 -2.3527 2.3242
H -1.8153 -1.5593 3.5565
F 0.2962 0.2686 3.9086
C 0.1112 0.6680 2.5851
F -1.0608 1.3971 2.5355
C 1.2956 1.5864 2.2199
F 1.2246 2.7728 2.8878
F 2.4569 0.9751 2.6214
F 1.3958 1.9149 0.9037
```

Expectation value of S²: 9.018
HOMO-LUMO gap (alpha / beta) in eV: 6.900 / 5.492
Multiplicity: 6
F_max in eV/Å: 5.690
Net charge: +2
HOMO energy (alpha / beta) in hartree: -0.58849 / -0.59002

Löwdin population analysis, charges in e, atoms 1 to 4: number 1, C, carries -0.08; number 2, N, carries -0.08; number 3, N, carries 0.00; number 4, C, carries 0.00